# 1
The following is a DFT calculation (ωB97M-V/def2-TZVPD) of an isolated molecule of C18H13ClF2N4O2S.

Calculated values
Strongest force on any atom (eV/A): 1.6
Kohn-Sham gap (eV): 8.43
HOMO level (eV): -8.95
SMILES string: O=C(CN(C(=O)c1csnn1)c1ccc(F)c(Cl)c1)NCc1ccc(F)cc1
E_LUMO (eV): -0.514

Geometry as ORCA input:
```
! RIJCOSX wB97M-V def2-TZVPD def2/J DEFGRID3
* xyz 0 1
O 0.44 3.58 -1.78
C -0.30 2.76 -1.27
N -0.35 2.51 0.06
H -0.90 1.74 0.40
C 0.66 3.01 0.97
C 1.72 1.95 1.22
C 1.36 0.74 1.80
C 2.31 -0.24 2.01
C 3.62 0.00 1.63
C 4.00 1.19 1.04
C 3.04 2.17 0.83
H 3.31 3.10 0.36
H 5.02 1.35 0.75
F 4.55 -0.95 1.84
H 2.05 -1.19 2.46
H 0.34 0.55 2.09
H 1.11 3.89 0.51
H 0.18 3.29 1.91
C -1.30 1.96 -2.11
N -1.78 0.77 -1.45
C -2.97 0.84 -0.79
O -3.83 1.66 -1.04
C -3.07 -0.06 0.39
C -4.17 -0.70 0.90
S -3.72 -1.43 2.38
N -2.19 -0.84 2.25
N -2.00 -0.17 1.21
H -5.16 -0.78 0.49
C -0.96 -0.38 -1.41
C -1.56 -1.64 -1.44
C -0.77 -2.78 -1.39
C 0.60 -2.66 -1.35
C 1.21 -1.41 -1.38
C 0.42 -0.27 -1.41
H 0.91 0.68 -1.43
Cl 2.93 -1.27 -1.37
F 1.35 -3.78 -1.30
H -1.22 -3.76 -1.39
H -2.63 -1.73 -1.51
H -0.83 1.71 -3.07
H -2.17 2.60 -2.31
*
```

These are the natural (NBO) partial charges, in e, on atoms 1 to 8: -0.62, 0.66, -0.62, 0.41, -0.24, -0.07, -0.19, -0.28

***

# 2
The following is a DFT calculation (ωB97M-V/def2-TZVPD) of an isolated molecule of C18H13N3O3.

Calculated values
Strongest force on any atom (eV/A): 3.0
Kohn-Sham gap (eV): 7.35
HOMO level (eV): -7.46
SMILES string: Oc1ccc(-c2nn3cc(O)cnc3c2-c2ccc(O)cc2)cc1
E_LUMO (eV): -0.108

Geometry as ORCA input:
```
! RIJCOSX wB97M-V def2-TZVPD def2/J DEFGRID3
* xyz 0 1
N 2.65 0.15 -2.18
N -0.26 -1.95 -1.61
O 3.01 -1.93 -5.29
O -4.79 -1.38 3.16
O 1.62 4.37 2.82
C 3.21 -0.38 -3.29
C -0.42 -1.14 -0.58
C 2.57 -1.50 -4.05
C 0.65 -0.08 -0.62
C 1.43 -2.06 -3.46
C 1.51 -0.43 -1.65
C -3.91 -1.60 0.95
C -2.44 -0.90 2.68
C -0.02 2.92 1.73
C 2.34 2.69 1.34
C -2.84 -1.61 0.03
C -1.37 -0.91 1.79
C -0.28 1.87 0.80
C 2.06 1.57 0.54
C -3.70 -1.30 2.29
C 1.32 3.34 1.98
C -1.53 -1.25 0.43
C 0.77 1.12 0.25
N 0.89 -1.51 -2.28
H 2.64 -2.80 -5.51
H -4.56 -1.09 4.05
H 0.78 4.77 3.10
H 4.14 0.05 -3.67
H 0.90 -2.85 -3.93
H -4.91 -1.86 0.65
H -2.28 -0.76 3.72
H -0.85 3.39 2.25
H 3.35 3.02 1.53
H -2.91 -1.91 -1.01
H -0.39 -0.64 2.15
H -1.31 1.57 0.69
H 2.91 1.02 0.16
*
```

These are the natural (NBO) partial charges, in e, on atoms 1 to 8: -0.41, -0.29, -0.67, -0.68, -0.66, 0.06, 0.26, 0.20

***

What did the first record say?
The following is a DFT calculation (ωB97M-V/def2-TZVPD) of an isolated molecule of C18H13ClF2N4O2S.

Calculated values
Strongest force on any atom (eV/A): 1.6
Kohn-Sham gap (eV): 8.43
HOMO level (eV): -8.95
SMILES string: O=C(CN(C(=O)c1csnn1)c1ccc(F)c(Cl)c1)NCc1ccc(F)cc1
E_LUMO (eV): -0.514

Geometry as ORCA input:
```
! RIJCOSX wB97M-V def2-TZVPD def2/J DEFGRID3
* xyz 0 1
O 0.44 3.58 -1.78
C -0.30 2.76 -1.27
N -0.35 2.51 0.06
H -0.90 1.74 0.40
C 0.66 3.01 0.97
C 1.72 1.95 1.22
C 1.36 0.74 1.80
C 2.31 -0.24 2.01
C 3.62 0.00 1.63
C 4.00 1.19 1.04
C 3.04 2.17 0.83
H 3.31 3.10 0.36
H 5.02 1.35 0.75
F 4.55 -0.95 1.84
H 2.05 -1.19 2.46
H 0.34 0.55 2.09
H 1.11 3.89 0.51
H 0.18 3.29 1.91
C -1.30 1.96 -2.11
N -1.78 0.77 -1.45
C -2.97 0.84 -0.79
O -3.83 1.66 -1.04
C -3.07 -0.06 0.39
C -4.17 -0.70 0.90
S -3.72 -1.43 2.38
N -2.19 -0.84 2.25
N -2.00 -0.17 1.21
H -5.16 -0.78 0.49
C -0.96 -0.38 -1.41
C -1.56 -1.64 -1.44
C -0.77 -2.78 -1.39
C 0.60 -2.66 -1.35
C 1.21 -1.41 -1.38
C 0.42 -0.27 -1.41
H 0.91 0.68 -1.43
Cl 2.93 -1.27 -1.37
F 1.35 -3.78 -1.30
H -1.22 -3.76 -1.39
H -2.63 -1.73 -1.51
H -0.83 1.71 -3.07
H -2.17 2.60 -2.31
*
```

These are the natural (NBO) partial charges, in e, on atoms 1 to 8: -0.62, 0.66, -0.62, 0.41, -0.24, -0.07, -0.19, -0.28